Record 1
Formula: C2H3INO3
Source: OMol25
Level of theory: the ωB97M-V functional and the def2-TZVPD basis

Last column: Mulliken charge in e.
Positions of all 10 atoms, in Å:
C 0.004 -2.333 -0.057  0.00
C 0.695 -0.945 0.095  0.88
N -0.093 1.326 0.118  -0.35
O 1.967 -1.044 -0.015  -0.55
O -0.201 -0.038 0.099  -0.03
O -1.152 -2.493 0.131  -0.32
I 3.520 0.654 0.001  0.58
H 0.845 -3.028 -0.300  0.33
H -0.970 1.869 0.006  0.29
H 0.673 1.617 -0.386  0.16

Computed properties:
Kohn-Sham gap (alpha / beta)	6.94 / 6.94	eV
LUMO energy (alpha / beta)	-0.2968 / -0.2969	hartree
net charge	+1
energy relative to the best compared isomer or geometry (same formula, charge and spin)	2.6	kcal per mole
F_max	2.65	eV Å⁻¹

---

Record 2
Formula: C2H3INOS
Source: OMol25
Level of theory: the ωB97M-V functional and the def2-TZVPD basis

Last column: Mulliken charge in e.
Positions of all 9 atoms, in Å:
C 0.620 -0.347 0.384  -0.57
C -0.541 -0.782 0.539  0.81
N 1.910 0.331 -0.215  -0.32
O -1.647 -1.156 0.784  -0.53
S -2.933 -0.661 -0.771  0.08
I -3.621 1.220 0.364  0.34
H 1.573 1.099 -0.892  0.40
H 2.370 -0.423 -0.824  0.41
H 2.268 0.720 0.631  0.38

Computed properties:
Kohn-Sham gap	6.94	eV
LUMO energy	-0.2250	hartree
net charge	+1
energy relative to the best compared isomer or geometry (same formula, charge and spin)	40.0	kcal per mole
F_max	7.81	eV Å⁻¹

---

Q: F_max of number 2 (C2H3INOS)?
A: 7.81 eV Å⁻¹